[1]
C7H4F2 | wB97M-V/def2-TZVPD

Calculated values
net charge = 0
frontier orbital gap = 9.1 eV
LUMO energy = 0.30 eV
structure (SMILES) = FC1=C(F)C2=C[C@@H]2C=C1
relative energy (zero: lowest compared OMol25 entry of this formula, charge and spin) = 0.000 eV

Each line ends with the natural charge from an NBO analysis.
Element x y z (Å)
F -2.799 1.167 0.190  -0.2853
F -2.375 -1.688 -0.176  -0.3202
C -0.053 -1.373 -0.070  -0.2778
C 1.156 0.676 0.513  -0.3129
C 1.098 -0.764 0.262  -0.1502
C -1.667 0.519 0.024  0.3985
C -0.084 1.395 0.055  -0.0231
C 0.959 1.581 -0.695  -0.1561
C -1.372 -0.779 -0.069  0.2471
H 1.487 2.033 -1.495  0.2337
H 1.728 1.023 1.363  0.2008
H -0.073 -2.433 -0.282  0.2337
H 1.996 -1.357 0.380  0.2117

=====

[2]
C20H30ClN3O3 | wB97M-V/def2-TZVPD

Calculated values
net charge = 0
frontier orbital gap = 9.9 eV
LUMO energy = 0.27 eV
structure (SMILES) = CC[C@H](C)[C@@H](CC(=O)N[C@@]1(CO)CC[C@H](C)C1)NC(=O)c1cncc(Cl)c1
relative energy (zero: lowest compared OMol25 entry of this formula, charge and spin) = 0.013 eV

Each line ends with the natural charge from an NBO analysis.
Element x y z (Å)
Cl -2.445 -0.500 -5.125  0.0207
O -0.809 -4.544 1.594  -0.7167
O 1.275 1.329 -0.441  -0.6280
O -2.233 -1.445 -0.192  -0.6455
N 0.892 1.554 -4.580  -0.3950
N -0.360 -1.776 1.050  -0.6458
N -0.980 1.365 -0.202  -0.6180
C 0.281 -2.822 0.229  0.1018
C 2.010 -1.920 -1.299  -0.4083
C 4.013 -2.048 0.293  -0.5976
C -1.518 -1.137 0.749  0.6990
C 0.531 -2.346 -1.221  -0.4116
C -1.844 0.045 1.644  -0.5040
C -1.459 2.567 1.905  -0.2009
C 0.159 1.279 -0.932  0.6736
C -0.990 1.261 1.250  -0.0419
C -0.506 3.710 1.546  -0.3982
C -1.047 5.093 1.888  -0.6042
C -0.031 1.131 -2.413  -0.1744
C 1.694 -3.010 0.793  -0.4019
C -1.107 0.455 -2.973  -0.1956
C -1.588 2.405 3.418  -0.6168
C -0.140 0.912 -5.117  0.0253
C -0.567 -4.088 0.273  -0.0671
C 2.510 -1.889 0.149  -0.2246
C 0.945 1.650 -3.256  0.0747
C -1.150 0.348 -4.350  -0.0715
H 2.214 -0.929 0.588  0.2074
H 1.798 2.161 -2.829  0.2163
H -1.198 5.226 2.959  0.1996
H 1.718 -3.020 1.886  0.2105
H -2.004 5.270 1.392  0.2014
H 4.542 -1.242 -0.217  0.2155
H -1.869 -0.023 -2.367  0.2520
H -0.974 -3.766 2.139  0.4638
H -0.169 0.831 -6.197  0.2075
H 0.206 -1.367 1.776  0.3996
H 4.319 -2.038 1.341  0.2070
H -0.644 2.053 3.845  0.2033
H -0.029 -4.884 -0.244  0.1800
H 0.052 1.089 1.534  0.2268
H -0.288 3.669 0.477  0.2119
H -1.678 -0.205 2.693  0.2271
H -2.904 0.266 1.509  0.2309
H -2.371 1.699 3.694  0.2098
H 2.076 -3.979 0.456  0.2139
H -1.830 3.355 3.892  0.2194
H 2.588 -2.662 -1.858  0.1991
H 2.144 -0.959 -1.797  0.2250
H -1.862 1.265 -0.680  0.4063
H -2.450 2.800 1.491  0.1920
H 4.341 -2.996 -0.143  0.1996
H -0.154 -1.540 -1.469  0.2259
H -1.510 -3.908 -0.252  0.1871
H 0.448 3.542 2.056  0.2013
H 0.309 -3.157 -1.918  0.2167
H -0.356 5.870 1.559  0.2158

=====

[3]
C3H6N3O2S | wB97M-V/def2-TZVPD

Calculated values
net charge = +1
frontier orbital gap (alpha / beta) = 7.8 / 7.8 eV
LUMO energy (alpha / beta) = -5.75 / -5.79 eV
relative energy (zero: lowest compared OMol25 entry of this formula, charge and spin) = 1.041 eV

Each line ends with the natural charge from an NBO analysis.
Element x y z (Å)
S -1.995 2.848 1.646  0.7924
O -0.820 3.077 0.767  -0.7581
O 0.605 -0.931 0.781  -0.4614
N 1.455 1.034 1.311  -0.7302
N -0.579 -2.773 -0.253  -0.5679
N -0.225 0.748 -0.379  -0.5744
C -0.352 -1.597 -0.128  0.5380
C 0.600 0.359 0.622  0.7935
C -0.933 -0.473 -0.852  -0.3180
H 1.636 1.960 1.186  0.4254
H -0.669 1.726 -0.388  0.4691
H 2.171 0.656 1.969  0.4532
H -0.050 -3.577 0.203  0.4223
H -1.950 -0.213 -0.860  0.2562
H -0.654 -0.607 -1.941  0.2600

=====

[4]
C25H48B2BrN2O16 | wB97M-V/def2-TZVPD

Calculated values
net charge = -1
frontier orbital gap = 6.5 eV
LUMO energy = 1.91 eV

Each line ends with the Mulliken charge.
Element x y z (Å)
Br -1.271 -2.286 3.960  -0.2751
O -2.602 -0.903 0.848  -0.8749
O -4.348 -5.586 0.902  -0.1659
O -2.259 -2.309 -1.069  -0.7122
O 9.593 2.951 -2.694  -0.3420
O -2.375 6.643 -1.773  -0.5385
O -5.637 -6.580 -0.666  -0.5596
O 7.877 2.166 -1.647  -0.3290
O -0.272 5.934 -2.203  -0.2567
O -0.567 7.991 -1.616  -0.3223
O -6.040 -1.440 5.895  -0.3141
O -1.543 -3.123 1.035  -0.9801
O -6.985 -0.081 4.352  -0.5687
O -5.784 -7.066 1.540  -0.3476
O 0.941 1.086 -0.804  -0.0630
O 7.538 3.309 -3.567  -0.5494
O -5.090 -1.250 3.969  -0.1244
N 3.027 -1.612 -2.167  -0.3473
N 0.503 -4.346 1.557  -0.9879
C 2.287 -2.663 0.012  -0.8862
C 1.811 1.573 -1.745  1.3028
C 2.309 0.731 -2.711  0.5250
C -7.095 -1.093 6.785  -0.6560
C 3.479 2.606 -3.652  -1.0279
C 0.196 -2.002 2.629  -0.0270
C -5.282 -6.417 0.475  0.6886
C -1.191 6.834 -1.856  0.7613
C 3.147 1.279 -3.663  -0.3790
C -1.439 9.053 -1.230  -0.6340
C 3.068 -1.525 -0.693  -0.2633
C -3.708 -4.811 -0.129  0.2422
C -6.119 -0.848 4.696  0.6877
C -5.022 -0.701 2.649  -0.0919
C -0.798 4.635 -2.491  -0.6111
C 2.156 2.915 -1.685  -1.5293
C 1.994 -0.766 -2.791  -1.1394
C 8.260 2.853 -2.719  0.7547
C 0.041 0.445 3.582  -1.6825
C 0.749 -2.356 -0.052  -0.1219
C -6.808 -8.000 1.220  -0.6544
C 0.366 -0.473 2.379  0.9362
C 10.145 3.670 -3.795  -0.6251
C 6.460 1.982 -1.542  -0.5288
C 2.993 3.412 -2.652  -0.4593
B -0.060 -2.916 1.253  0.3226
B -2.106 -2.128 0.332  1.0042
H 6.275 1.412 -0.635  0.2685
H -2.960 -4.172 0.354  -0.3833
H -7.128 -8.454 2.155  0.2195
H -6.427 -8.780 0.561  0.2876
H -0.215 -4.786 2.128  0.1923
H 0.683 1.791 -0.201  0.1695
H -1.024 0.667 3.663  0.3222
H 2.591 -2.594 1.066  0.3915
H 9.781 4.696 -3.807  0.2907
H 0.679 -1.270 -0.214  0.0729
H 11.224 3.679 -3.661  0.2173
H 0.394 -2.847 -0.970  0.2509
H -0.817 9.930 -1.065  0.2175
H -0.190 -0.110 1.511  -0.6493
H 5.951 2.940 -1.464  0.3014
H -1.958 8.808 -0.305  0.2931
H 0.041 3.999 -2.758  0.0799
H -1.489 4.675 -3.331  0.4058
H 3.248 4.468 -2.592  0.5411
H -7.659 -7.498 0.760  0.2866
H -2.126 -0.184 0.416  0.1853
H 3.543 0.643 -4.452  0.4005
H 2.526 -3.618 -0.453  0.1678
H -4.438 -4.185 -0.641  0.3431
H 0.545 1.413 3.406  0.4415
H 1.438 -0.308 2.189  0.0494
H 3.902 -1.203 -2.486  0.3425
H -4.145 -1.116 2.163  -0.2674
H 2.747 -0.554 -0.291  -0.0334
H 6.081 1.419 -2.393  0.2479
H 4.123 3.046 -4.405  0.3714
H 0.985 -0.991 -2.449  -0.0030
H -1.290 4.217 -1.614  0.2974
H -2.155 9.271 -2.022  0.2901
H 1.094 -2.319 3.169  0.6557
H -3.203 -5.463 -0.839  0.3489
H -4.920 0.383 2.693  0.2951
H 9.911 3.173 -4.736  0.2906
H -8.059 -1.396 6.378  0.2859
H -7.089 -0.024 6.993  0.2875
H 2.018 -1.003 -3.864  0.6344
H 1.361 -4.300 2.095  0.2177
H 0.439 0.053 4.520  0.3657
H 1.745 3.517 -0.878  0.4907
H -5.903 -0.978 2.069  0.3242
H -6.918 -1.633 7.713  0.2182
H -1.869 -1.562 -1.538  0.2044
H 4.123 -1.644 -0.394  0.5228

=====

[5]
C18H31N5O3S | wB97M-V/def2-TZVPD

Calculated values
net charge = 0
frontier orbital gap = 9.5 eV
LUMO energy = 0.36 eV
structure (SMILES) = CCN1CCC[C@@H](ONC(=O)[C@H](CNC(=O)Cc2cnns2)C(C)(C)C)C1
relative energy (zero: lowest compared OMol25 entry of this formula, charge and spin) = 0.737 eV

Each line ends with the natural charge from an NBO analysis.
Element x y z (Å)
S 0.156 -4.321 -1.651  0.6524
O 2.075 0.499 0.510  -0.3524
O -0.161 1.818 1.414  -0.6380
O -0.607 -2.451 0.752  -0.6495
N 1.079 -0.075 1.258  -0.3384
N 1.546 -4.533 -2.567  -0.3579
N 0.643 0.817 -2.910  -0.4655
N 1.920 -3.409 -3.094  -0.2082
N -1.986 -0.693 0.442  -0.6128
C 1.121 -2.380 -2.801  -0.1256
C 0.053 0.661 1.729  0.6716
C -0.903 -0.131 2.606  -0.3253
C -1.176 -1.674 0.001  0.6999
C -1.084 0.439 4.025  -0.0177
C 0.043 -2.655 -1.998  -0.2199
C -1.782 1.802 4.035  -0.6214
C 1.902 0.896 -3.653  -0.2252
C 0.289 0.591 4.684  -0.6121
C 1.879 0.186 -0.868  0.0871
C -1.910 -0.540 4.866  -0.6103
C 3.211 0.318 -1.576  -0.4111
C 2.995 0.018 -3.056  -0.4170
C -1.023 -1.734 -1.513  -0.5685
C -0.322 1.736 -3.501  -0.2096
C -1.751 1.483 -3.035  -0.6182
C -2.202 -0.382 1.843  -0.2090
C 0.841 1.110 -1.494  -0.2732
H 2.751 -1.036 -3.211  0.2174
H -2.842 0.499 1.876  0.2167
H -0.102 0.991 -0.958  0.2146
H -2.943 -0.614 4.517  0.2044
H 3.923 0.188 -3.605  0.2223
H 1.309 -0.996 1.598  0.4033
H 3.592 1.337 -1.466  0.2083
H -2.060 0.466 -3.280  0.2049
H -0.039 2.780 -3.292  0.1693
H 0.901 1.341 4.176  0.2184
H -1.871 1.639 -1.962  0.1983
H -0.455 -1.122 2.745  0.2298
H 1.532 -0.850 -0.962  0.1880
H 3.941 -0.374 -1.156  0.2227
H 2.255 1.942 -3.690  0.1708
H -2.437 2.165 -3.539  0.2228
H -2.757 -1.194 2.314  0.2120
H -1.883 2.173 5.057  0.2078
H 1.145 2.159 -1.338  0.1906
H 1.717 0.596 -4.686  0.2060
H -1.220 2.548 3.472  0.2396
H 0.843 -0.352 4.678  0.2052
H -1.950 -0.216 5.906  0.2146
H -2.380 -0.062 -0.236  0.4034
H -1.991 -2.016 -1.937  0.2492
H 0.188 0.908 5.722  0.2140
H 1.349 -1.399 -3.196  0.2393
H -1.480 -1.545 4.851  0.2094
H -2.788 1.756 3.611  0.1978
H -0.802 -0.725 -1.871  0.2749
H -0.296 1.617 -4.585  0.1998

=====

[6]
C27H37N3OsS | wB97M-V/def2-TZVPD

Calculated values
net charge = 0
frontier orbital gap (alpha / beta) = 7.1 / 6.7 eV
LUMO energy (alpha / beta) = 0.47 / -0.95 eV
multiplicity = 5
relative energy (zero: lowest compared OMol25 entry of this formula, charge and spin) = 0.000 eV

Each line ends with the Mulliken spin population.
Element x y z (Å)
Os -10.661 -16.540 2.196  2.4034
S -10.226 -15.826 0.041  0.1463
N -11.105 -13.336 0.479  0.0050
N -9.232 -13.557 -0.959  0.0106
N -10.293 -14.952 3.218  0.7998
C -7.335 -16.779 3.253  -0.0195
C -9.006 -19.548 2.994  0.0017
C -9.478 -14.394 4.196  0.0227
C -10.125 -14.019 -0.135  0.0087
C -9.312 -12.266 -1.246  -0.0012
C -7.473 -14.644 1.800  0.0097
C -10.597 -19.351 0.158  -0.0151
C -7.251 -15.269 3.169  0.0505
C -12.403 -17.935 3.111  0.1879
C -10.290 -18.829 2.720  0.3156
C -9.374 -13.049 6.207  -0.1023
C -10.301 -11.471 -0.755  0.0094
C -11.140 -18.240 3.722  -0.2486
C -8.057 -14.582 4.252  0.1508
C -12.139 -12.601 3.801  -0.0112
C -11.594 -13.278 5.094  0.0681
C -12.284 -11.219 0.753  0.0002
C -10.115 -13.559 5.152  0.0569
C -8.011 -13.343 6.304  0.1348
C -10.786 -17.998 5.145  -0.0136
C -7.349 -14.079 5.349  -0.0988
C -11.173 -12.024 0.180  -0.0003
C -12.320 -18.212 1.764  0.0980
C -12.401 -14.553 5.461  0.0109
C -10.994 -18.769 1.493  -0.1474
C -13.651 -17.688 3.921  0.0101
C -13.459 -18.129 0.810  -0.0087
H -7.481 -12.929 7.153  0.0095
H -13.211 -17.587 -0.118  0.0018
H -14.513 -18.328 3.564  0.0019
H -14.333 -17.602 1.273  -0.0013
H -13.408 -17.862 4.972  0.0010
H -12.497 -15.163 4.502  0.0003
H -9.212 -20.577 3.230  0.0045
H -13.152 -12.224 4.011  -0.0012
H -9.551 -19.624 0.184  -0.0004
H -6.194 -15.002 3.383  0.0052
H -9.731 -17.719 5.264  -0.0004
H -11.976 -10.691 1.658  0.0000
H -6.697 -17.309 2.497  0.0010
H -11.839 -15.145 6.205  -0.0003
H -11.500 -11.786 3.537  -0.0004
H -8.482 -19.091 3.822  0.0076
H -10.928 -18.875 5.776  0.0018
H -13.764 -19.124 0.545  0.0031
H -6.242 -14.188 5.356  0.0012
H -8.523 -11.878 -1.909  0.0002
H -10.761 -18.665 -0.672  0.0011
H -10.417 -10.433 -1.106  0.0008
H -11.304 -17.143 5.515  0.0054
H -12.208 -13.335 2.989  0.0072
H -7.102 -17.073 4.280  0.0013
H -6.726 -14.982 1.092  -0.0029
H -14.034 -16.685 3.867  0.0057
H -9.812 -12.436 6.974  0.0002
H -8.429 -14.893 1.414  0.0246
H -13.435 -14.345 5.830  -0.0019
H -11.765 -12.525 5.876  -0.0006
H -8.334 -19.514 2.141  -0.0015
H -11.186 -20.213 -0.043  0.0006
H -12.626 -10.432 0.063  -0.0002
H -8.363 -17.067 3.056  0.0914
H -13.110 -11.841 1.021  0.0001
H -7.342 -13.582 1.865  -0.0006

=====

Q: What is the formula in the sixth record?
A: C27H37N3OsS

=====

Q: The highest net charge belongs to which entry?
A: C3H6N3O2S

=====

Q: Which of these has the highest net charge?
A: C3H6N3O2S

=====

Q: Look up the net charge of the fifth one.
A: 0